No. 1
Below is C28H56IrP2Si as an isolated structure in a non-equilibrium geometry, with properties calculated with ωB97M-V with the def2-TZVPD basis set.

Results
Energy above the lowest of the compared OMol25 structures with the same formula, charge and spin in kJ/mol: 0.0
DFT total energy in eV: -59218.0991
Frontier orbital gap (alpha / beta) in eV: 6.00 / 5.50

```
! wB97M-V def2-TZVPD RIJCOSX def2/J DEFGRID3
* xyz 2 6
Ir 0.79240 0.76862 0.50517
C 0.89275 -0.98168 -3.19869
C 2.23952 -0.52105 -3.21125
C 1.91963 -1.67694 -1.27847
C 0.72040 -1.78611 -2.05188
C 2.85893 -0.90637 -1.99061
C -0.07554 -0.83929 -4.31169
H 0.09368 0.10230 -4.84340
H -1.10215 -0.86305 -3.92754
H 0.04598 -1.66647 -5.02577
C -0.38342 -2.76113 -1.84639
H -1.34757 -2.24048 -1.79918
H -0.24716 -3.36369 -0.94487
H -0.42639 -3.47969 -2.67718
C 2.31199 -2.51260 -0.13363
H 2.94319 -3.34452 -0.50581
H 1.44230 -2.96363 0.35596
H 2.88303 -1.92186 0.60964
C 4.29272 -0.80584 -1.68222
H 4.82485 -1.15577 -2.56915
H 4.55256 -1.45831 -0.85815
H 4.66616 0.18943 -1.42359
C 2.96176 -0.11172 -4.42155
H 3.15616 -0.98784 -5.05886
H 3.93287 0.33418 -4.19374
H 2.38259 0.58864 -5.02588
C -0.75424 1.97704 0.45737
C -0.65986 1.26724 -0.83484
C -0.17565 1.97832 -2.02757
C 1.30000 2.37305 -1.98117
C 2.05386 1.84642 -0.77251
C 1.92916 2.47169 0.53144
C 1.08021 3.67629 0.72261
C -0.41295 3.44518 0.51825
H -0.81149 2.85980 -2.13421
H 1.34302 3.46079 -2.01675
H -0.34744 1.33066 -2.88605
H -0.71060 3.90005 -0.43973
H -1.50694 1.58665 1.14628
H -1.57675 0.66975 -1.11601
H -0.99348 3.89611 1.33947
H 1.23165 4.10937 1.70159
H 2.84488 2.42968 1.12414
H 1.44645 4.41758 0.02988
H 1.81054 2.04137 -2.90261
H 3.03974 1.41749 -1.01596
P -3.59550 0.55045 -0.80501
C -4.19531 -1.12225 -1.17697
H -5.15593 -1.34367 -0.68231
H -3.43924 -1.84424 -0.81667
H -4.29618 -1.25201 -2.27040
C -4.00294 1.12451 0.88140
H -5.04276 0.90430 1.14029
H -3.83325 2.21014 0.91702
H -3.34538 0.66507 1.63548
C -4.23135 1.79039 -1.95802
H -4.01886 2.79398 -1.56235
H -5.30535 1.68020 -2.13402
H -3.68493 1.67935 -2.90982
P 1.94474 0.23113 2.44821
C 3.70842 0.27858 2.00581
H 4.16600 1.21460 2.33513
H 3.80467 0.21415 0.91507
H 4.23711 -0.57103 2.45296
C 1.37748 1.63413 3.49997
H 1.74059 2.58688 3.09160
H 1.71913 1.49224 4.53503
H 0.27845 1.67957 3.47237
C 1.68608 -1.25300 3.44190
H 2.21302 -1.14638 4.40630
H 2.06127 -2.13595 2.90408
H 0.61349 -1.39140 3.65368
C -1.96563 -0.18626 3.77734
Si -1.82309 -1.52157 2.46315
C -1.35967 -3.13782 3.37662
C -3.58176 -2.05078 1.99074
C -0.52178 -0.92808 1.09571
H -2.97572 0.22802 3.81191
H -1.24870 0.62536 3.63190
H -1.78955 -0.63670 4.76234
H -2.02536 -3.28076 4.24107
H -1.53644 -4.01455 2.73711
H -0.33835 -3.20394 3.76399
H -4.22090 -1.26143 1.58431
H -3.58259 -2.87659 1.26634
H -4.10253 -2.44012 2.88516
H 0.21708 -1.75244 1.16300
H -1.00983 -1.02176 0.09367
*
```

***

No. 2
Below is a 2-piece molecular cluster, C3H9NO3 overall in a non-equilibrium geometry, with properties calculated with ωB97M-V with the def2-TZVPD basis set.

Results
SMILES: C[C@H](N)C(=O)O.O
Energy above the lowest of the compared OMol25 structures with the same formula, charge and spin in kJ/mol: 137.1
DFT total energy in eV: -10889.1609
Frontier orbital gap in eV: 10.74

```
! wB97M-V def2-TZVPD RIJCOSX def2/J DEFGRID3
* xyz 0 1
C 1.16033 -1.64489 -0.47560
C 0.63558 -0.74627 0.67072
N -0.83770 -0.83568 0.81165
C 0.96582 0.72257 0.52213
O 0.97112 1.53088 1.39421
O 0.62667 1.13381 -0.79790
H 2.21379 -1.41427 -0.64164
H 0.53879 -1.53400 -1.34975
H 1.21582 -2.66632 -0.20632
H 0.99735 -1.09006 1.66927
H -0.97215 -1.76713 0.40168
H -1.26530 -0.33956 0.01447
H 1.06400 1.99518 -0.86067
O -2.54752 2.06987 -0.74154
H -3.08709 2.20915 0.04461
H -1.67951 2.37670 -0.45531
*
```

***

Question: The lowest energy above the lowest of the compared OMol25 structures with the same formula, charge and spin belongs to which entry?
Answer: C28H56IrP2Si

***

What did the second record say?
Below is a 2-piece molecular cluster, C3H9NO3 overall in a non-equilibrium geometry, with properties calculated with ωB97M-V with the def2-TZVPD basis set.

Results
SMILES: C[C@H](N)C(=O)O.O
Energy above the lowest of the compared OMol25 structures with the same formula, charge and spin in kJ/mol: 137.1
DFT total energy in eV: -10889.1609
Frontier orbital gap in eV: 10.74

```
! wB97M-V def2-TZVPD RIJCOSX def2/J DEFGRID3
* xyz 0 1
C 1.16033 -1.64489 -0.47560
C 0.63558 -0.74627 0.67072
N -0.83770 -0.83568 0.81165
C 0.96582 0.72257 0.52213
O 0.97112 1.53088 1.39421
O 0.62667 1.13381 -0.79790
H 2.21379 -1.41427 -0.64164
H 0.53879 -1.53400 -1.34975
H 1.21582 -2.66632 -0.20632
H 0.99735 -1.09006 1.66927
H -0.97215 -1.76713 0.40168
H -1.26530 -0.33956 0.01447
H 1.06400 1.99518 -0.86067
O -2.54752 2.06987 -0.74154
H -3.08709 2.20915 0.04461
H -1.67951 2.37670 -0.45531
*
```

***

Question: energy above the lowest of the compared OMol25 structures with the same formula, charge and spin of number 1 (C28H56IrP2Si)?
Answer: 0.0 kJ/mol